125
Properties=species:S:1:pos:R:3 method="wB97M-V/def2-TZVPD" e_homo_ev=-9.10 charge=0 multiplicity=1 smiles="C[N+](=O)[O-].C[N+](=O)[O-].C[N+](=O)[O-].c1ccccc1.c1ccccc1.COCCOC.COCCOC.COCCOC.COCCOC.COCCOC" lumo_energy_ev=-0.13 orbital_gap_ha=0.330 relative_energy_kcal_mol=0.0 energy_ev=-74662.05593
C 1.872 -6.499 0.284
N 1.569 -5.129 0.711
O 1.804 -4.851 1.875
O 1.110 -4.364 -0.107
H 1.127 -7.153 0.732
H 2.877 -6.758 0.585
H 1.735 -6.541 -0.792
C 0.688 -1.568 1.106
N 0.182 -0.759 -0.024
O -1.015 -0.525 -0.028
O 0.979 -0.312 -0.813
H 0.023 -2.410 1.256
H 0.634 -0.978 2.022
H 1.706 -1.870 0.910
C 6.466 -0.149 1.716
N 5.042 0.190 1.874
O 4.761 1.365 1.999
O 4.248 -0.725 1.876
H 6.634 -0.413 0.672
H 6.714 -1.001 2.341
H 7.079 0.705 1.973
C -1.474 1.396 4.514
C -1.222 1.582 5.857
C 0.086 1.774 6.297
C 1.141 1.809 5.401
C 0.887 1.620 4.053
C -0.425 1.460 3.607
H -2.463 1.212 4.111
H -1.975 1.498 6.632
H 0.231 1.897 7.363
H 2.138 2.008 5.775
H 1.680 1.704 3.318
H -0.636 1.505 2.546
C -3.496 -1.368 2.771
C -3.304 -2.604 3.371
C -4.154 -3.006 4.385
C -5.187 -2.176 4.815
C -5.415 -0.965 4.184
C -4.602 -0.609 3.120
H -2.852 -0.940 2.011
H -2.498 -3.242 3.026
H -4.026 -3.944 4.912
H -5.756 -2.514 5.673
H -6.234 -0.322 4.476
H -4.775 0.352 2.646
C 4.511 -3.221 -3.245
O 4.493 -2.047 -2.458
C 3.992 -2.245 -1.160
C 4.802 -3.190 -0.293
O 4.399 -4.524 -0.544
C 5.331 -5.448 -0.081
H 5.358 -3.865 -2.971
H 4.714 -2.907 -4.267
H 3.579 -3.774 -3.118
H 2.964 -2.625 -1.248
H 3.923 -1.285 -0.652
H 4.611 -2.923 0.754
H 5.863 -3.019 -0.522
H 5.293 -5.545 1.019
H 6.363 -5.195 -0.349
H 5.129 -6.449 -0.468
C -0.639 6.131 2.666
O 0.784 6.172 2.497
C 1.385 4.907 2.388
C 1.080 4.144 1.121
O -0.236 3.590 1.144
C -0.566 2.990 -0.072
H -0.909 5.486 3.510
H -1.129 5.718 1.783
H -0.940 7.161 2.833
H 1.221 4.298 3.282
H 2.456 5.135 2.311
H 1.794 3.313 1.037
H 1.238 4.782 0.240
H 0.252 2.423 -0.526
H -1.062 3.687 -0.754
H -1.307 2.199 0.110
C 3.645 4.898 -7.093
O 3.565 4.707 -5.719
C 2.265 4.964 -5.224
C 2.093 4.259 -3.902
O 2.133 2.870 -4.107
C 1.779 2.147 -2.954
H 4.697 4.862 -7.378
H 3.231 5.866 -7.395
H 3.142 4.085 -7.631
H 1.531 4.539 -5.925
H 2.102 6.043 -5.134
H 1.147 4.579 -3.436
H 2.903 4.570 -3.219
H 2.278 2.555 -2.068
H 1.995 1.092 -3.115
H 0.688 2.149 -2.797
C 0.285 -2.485 -3.182
O -0.778 -2.966 -3.959
C -2.026 -2.907 -3.332
C -2.541 -4.283 -2.939
O -1.913 -4.817 -1.793
C -2.285 -4.196 -0.588
H 0.142 -1.428 -2.917
H 1.202 -2.535 -3.770
H 0.453 -3.066 -2.266
H -2.736 -2.426 -4.012
H -2.002 -2.275 -2.434
H -2.317 -4.997 -3.727
H -3.621 -4.178 -2.748
H -1.790 -4.746 0.210
H -3.377 -4.201 -0.458
H -1.968 -3.146 -0.504
C -4.103 -0.039 -0.678
O -5.321 0.406 -1.217
C -6.084 1.100 -0.274
C -7.202 1.805 -0.988
O -6.727 2.692 -1.969
C -6.561 4.011 -1.537
H -4.302 -0.798 0.096
H -3.613 0.787 -0.141
H -3.445 -0.437 -1.440
H -5.490 1.818 0.313
H -6.518 0.372 0.434
H -7.878 2.306 -0.283
H -7.816 1.062 -1.506
H -6.067 4.083 -0.558
H -7.523 4.536 -1.474
H -5.920 4.510 -2.262